(1)
17
Properties=species:S:1:pos:R:3 method="wB97M-V/def2-TZVPD" total_charge=+1 lumo_energy_ev="-3.31 / -6.65" fmax_ev_per_a=5.4 relative_energy_ev=0.000 orbital_gap_ev="6.7 / 7.0" total_energy_ha=-602.3288 homo_ev="-10.011 / -13.605" multiplicity=3
C 0.55994 -0.16186 -0.67874
C 1.64418 -0.18076 0.37161
C -1.73997 -0.83650 -0.32138
N -0.70129 0.22739 0.03761
N 1.37210 1.02453 1.21999
O -2.19537 -0.71637 -1.58066
I -1.48398 2.03931 -0.50363
H 1.02603 0.45252 -1.45360
H 0.38341 -1.15488 -1.06172
H 2.61689 0.03916 0.08258
H 1.65552 -1.15833 0.89788
H -2.51525 -0.70404 0.45592
H -1.30096 -1.81341 -0.11332
H 0.32570 1.17155 1.23235
H 1.73653 1.94891 0.87834
H 1.71904 0.87340 2.20591
H -3.10253 -1.05065 -1.66915

***

(2)
18
Properties=species:S:1:pos:R:3 method="wB97M-V/def2-TZVPD" smiles=C[C@H]1C[C@@H](C)C1 total_charge=0 lumo_energy_ev=1.23 fmax_ev_per_a=0.7 relative_energy_ev=0.993 orbital_gap_ev=11.6 total_energy_ha=-235.7817 homo_ev=-10.389 multiplicity=1
C -2.17178 0.24406 0.56541
C -1.10183 0.22720 -0.52083
C 0.14923 1.09772 -0.24309
C 1.10549 -0.07206 -0.58299
C 2.15413 -0.35743 0.50462
C -0.15220 -0.99855 -0.59664
H -1.71417 0.07078 1.54741
H -2.93129 -0.53059 0.40300
H -2.68552 1.21417 0.60676
H -1.58846 0.41026 -1.49087
H 0.29204 1.18201 0.83213
H 0.22066 2.09666 -0.69670
H 1.60073 0.00153 -1.56084
H 2.65076 -1.31406 0.31607
H 2.93705 0.41288 0.56621
H 1.72750 -0.42441 1.52122
H -0.28746 -1.63793 -1.47427
H -0.20488 -1.62224 0.30340

***

(3)
84
Properties=species:S:1:pos:R:3 method="wB97M-V/def2-TZVPD" total_charge=+2 lumo_energy_ev="-8.71 / -8.71" fmax_ev_per_a=1.1 relative_energy_ev=0.862 orbital_gap_ev="4.4 / 4.4" total_energy_ha=-2323.4867 homo_ev="-13.088 / -13.088" multiplicity=1
Au 0.09053 -0.14449 0.16237
C -5.47854 -1.38452 0.89817
N -3.99977 -1.50342 0.81759
C -3.12624 -0.79973 0.11180
N -1.89116 -1.06540 0.54856
C -2.10402 -1.96044 1.56232
N -3.35851 -2.24809 1.73952
C -5.80353 -0.58582 2.14134
C -6.14676 0.75800 2.06430
C -6.17245 1.53713 3.21510
C -5.76314 1.00260 4.42682
C -5.43941 -0.34844 4.50646
C -5.52069 -1.15221 3.37822
C -4.71543 -0.92340 5.64902
N -4.78443 -2.08776 6.18645
N -3.63761 -2.22770 6.96710
C -2.96390 -1.14229 6.82371
O -3.60142 -0.24926 6.02711
C -1.55805 -0.86866 7.13482
C -0.74396 -1.80530 7.76581
C 0.62812 -1.61164 7.77576
C 1.19897 -0.52904 7.11163
C 0.38332 0.41652 6.50569
C 0.94397 1.54039 5.65778
N 0.45129 1.41458 4.26735
C 1.01662 0.81831 3.22825
N 0.13704 0.76873 2.22541
C -0.97835 1.37053 2.74194
N -0.81481 1.77128 3.96867
C -0.99516 0.26326 6.56149
H -5.87700 -2.39473 0.95288
H -5.83120 -0.89578 -0.00688
H -3.38965 -0.12997 -0.69136
H -1.32462 -2.38565 2.17123
H -6.37356 1.20799 1.10391
H -6.45029 2.58068 3.15221
H -5.68748 1.63084 5.30493
H -5.25987 -2.19808 3.46171
H -1.18387 -2.68642 8.21391
H 1.26710 -2.33305 8.26730
H 2.27808 -0.43661 7.05984
H 2.03107 1.51492 5.63233
H 0.60711 2.51002 6.01796
H 2.03007 0.45315 3.22261
H -1.89424 1.51302 2.19294
H -1.63813 0.98781 6.08517
C 0.52984 -3.25259 -0.33763
N 1.28732 -4.46096 -0.16585
C 2.53743 -4.37808 -0.93322
N 3.34005 -3.24170 -0.46171
C 2.60376 -2.02184 -0.63231
N 1.31886 -2.06364 0.15518
C 1.68590 -2.29760 1.59221
N 2.42150 -3.52169 1.75064
C 1.60924 -4.64607 1.25238
C 3.65727 -3.45283 0.95175
H -0.39891 -3.32315 0.22396
H 0.29757 -3.10074 -1.39197
H 2.31220 -4.25540 -1.99271
H 3.10298 -5.29649 -0.79203
H 2.35963 -1.88507 -1.68667
H 3.19974 -1.17682 -0.28580
H 0.77858 -2.33455 2.19617
H 2.29778 -1.45817 1.92614
H 0.68610 -4.71034 1.83086
H 2.16951 -5.57004 1.37766
H 4.19273 -4.39379 1.05776
H 4.28742 -2.64076 1.31713
C -0.16738 3.48109 0.30017
Si 0.85680 2.68302 -1.04509
C 2.25945 3.82798 -1.47042
C -0.28541 2.43742 -2.49719
C 1.62234 1.02296 -0.48553
H -0.45855 4.47739 -0.03725
H 0.39753 3.59377 1.22973
H -1.07749 2.92132 0.52622
H 1.81681 4.77119 -1.79862
H 2.88594 3.44356 -2.27681
H 2.90172 4.02763 -0.61126
H -0.74360 3.39541 -2.74932
H -1.09241 1.72595 -2.29463
H 0.25423 2.08517 -3.37960
H 2.36512 1.13699 0.30782
H 2.09823 0.46129 -1.29542

***

(4)
26
Properties=species:S:1:pos:R:3 method="wB97M-V/def2-TZVPD" total_charge=+1 lumo_energy_ev="-4.07 / -4.66" fmax_ev_per_a=4.2 relative_energy_ev=4.638 orbital_gap_ev="7.6 / 6.9" total_energy_ha=-498.1978 homo_ev="-11.717 / -11.577" multiplicity=1
C -0.40114 0.21587 0.52185
C 0.95383 -0.25435 0.46455
C -2.53827 0.63336 -0.35890
C -2.43829 1.14374 1.08842
C 3.48029 -1.50317 -1.89507
C -0.76472 -0.27583 -1.95669
C -0.78541 0.94580 2.90736
C 2.94867 -1.08488 -0.61733
N -1.22108 0.10822 -0.58738
N -1.12694 0.83355 1.50784
O 1.67311 -0.73677 -0.52891
H 1.54764 -0.26633 1.39340
H -3.57376 0.00711 -0.29215
H -2.68926 1.37907 -1.06569
H -2.62084 2.24837 1.24022
H -3.16660 0.64184 1.73944
H 2.78650 -1.19403 -2.74884
H 3.93100 -2.52900 -1.99024
H 4.38767 -0.88166 -2.00069
H 0.27163 0.19172 -2.14838
H -0.50347 -1.24916 -2.08356
H -1.54697 0.00394 -2.74466
H -1.26672 0.11083 3.40202
H -0.98118 1.92669 3.38132
H 0.23137 0.72929 3.06456
H 3.41297 -1.14421 0.30750

***

(5)
18
Properties=species:S:1:pos:R:3 method="wB97M-V/def2-TZVPD" smiles="C/C=C/CCC[O-]" total_charge=-1 lumo_energy_ev=3.65 fmax_ev_per_a=2.7 relative_energy_ev=0.808 orbital_gap_ev=5.7 total_energy_ha=-310.3871 homo_ev=-2.074 multiplicity=1
C -2.27079 -0.63511 -0.00655
O -3.40345 -0.64422 -0.74664
C -1.62619 0.78365 -0.19662
C -0.40414 1.10416 0.68928
C 0.67008 0.03034 0.61896
C 1.61826 0.17447 -0.33106
C 2.65608 -0.86966 -0.54766
H -2.44350 -0.76893 1.10506
H -1.49073 -1.42182 -0.19655
H -2.38049 1.49774 0.11463
H -1.45134 0.82911 -1.27204
H -0.72751 1.24591 1.73903
H 0.06602 2.05085 0.41206
H 0.85327 -0.77167 1.31328
H 1.80002 1.14766 -0.78097
H 3.59195 -0.61010 -1.03983
H 2.81721 -1.54324 0.30645
H 2.12523 -1.59914 -1.18082

***

(6)
10
Properties=species:S:1:pos:R:3 method="wB97M-V/def2-TZVPD" smiles="O=CC/C=N/F" total_charge=0 lumo_energy_ev=0.83 fmax_ev_per_a=4.4 relative_energy_ev=2.956 orbital_gap_ev=11.3 total_energy_ha=-346.4601 homo_ev=-10.448 multiplicity=1
C 0.64942 -0.49644 0.23896
C 1.26043 0.87817 0.13135
C -0.82878 -0.34714 -0.40268
N -1.73773 -0.28788 0.49057
O 0.55656 1.83200 -0.01520
F -2.96021 -0.15334 -0.12441
H 1.05611 -1.40496 -0.22217
H 2.35703 1.04700 0.03065
H -0.83640 -0.40645 -1.45721
H 0.48358 -0.66095 1.33015